1.
{"formula": "C36H36F3N2P2S5SbSc", "method": "ωB97M-V with the def2-TZVPD basis set", "symbols": ["Sc", "S", "C", "S", "C", "C", "S", "S", "S", "N", "C", "C", "C", "C", "C", "C", "C", "C", "N", "C", "H", "H", "H", "H", "H", "H", "H", "H", "C", "P", "C", "C", "C", "P", "C", "C", "H", "H", "H", "H", "H", "H", "H", "H", "H", "H", "H", "H", "H", "H", "H", "H", "F", "C", "C", "C", "C", "C", "C", "Sb", "C", "C", "C", "C", "F", "C", "C", "C", "C", "C", "C", "F", "C", "C", "H", "H", "H", "H", "H", "H", "H", "H", "H", "H", "H", "H"], "positions_angstrom": [[-0.15, 0.12, 2.01], [1.65, 0.52, 9.14], [1.18, 0.57, 7.59], [2.01, 1.46, 6.35], [0.95, 1.07, 5.02], [-0.09, 0.28, 5.31], [-1.31, -0.25, 4.16], [-0.24, -0.24, 6.98], [1.30, 1.75, 3.45], [-2.41, -0.13, 1.32], [-3.03, 1.18, 1.42], [-4.36, 1.35, 1.64], [-4.91, 2.65, 1.74], [-4.11, 3.74, 1.60], [-2.72, 3.58, 1.38], [-1.84, 4.68, 1.24], [-0.51, 4.45, 1.02], [-0.05, 3.13, 0.97], [-0.83, 2.08, 1.11], [-2.18, 2.29, 1.30], [-2.50, -0.49, 0.37], [-2.90, -0.78, 1.93], [-5.00, 0.49, 1.76], [-5.97, 2.77, 1.92], [-4.52, 4.75, 1.66], [-2.23, 5.69, 1.30], [0.20, 5.27, 0.90], [1.00, 2.93, 0.83], [3.59, -0.82, 3.67], [2.35, -0.99, 2.36], [3.08, -0.04, 0.96], [2.60, -2.73, 1.79], [1.45, -3.18, 0.89], [-0.16, -2.62, 1.56], [-0.22, -3.47, 3.17], [-1.36, -3.57, 0.58], [4.56, -1.14, 3.28], [3.32, -1.44, 4.53], [3.63, 0.22, 3.99], [4.03, -0.47, 0.65], [3.24, 0.99, 1.29], [2.42, -0.04, 0.08], [2.66, -3.35, 2.68], [3.56, -2.81, 1.27], [1.43, -4.27, 0.79], [1.56, -2.77, -0.12], [-0.03, -4.54, 3.04], [-1.20, -3.32, 3.63], [0.52, -3.04, 3.86], [-1.06, -4.61, 0.51], [-1.45, -3.15, -0.43], [-2.35, -3.52, 1.05], [-2.92, -1.36, -7.63], [-2.38, -1.18, -6.41], [-2.99, -1.74, -5.32], [-2.42, -1.54, -4.07], [-1.25, -0.79, -3.93], [-0.66, -0.24, -5.07], [-1.22, -0.42, -6.32], [-0.35, -0.51, -2.04], [1.55, -1.35, -2.56], [2.79, -0.74, -2.67], [3.92, -1.46, -3.06], [3.78, -2.80, -3.34], [4.86, -3.50, -3.72], [2.57, -3.45, -3.24], [1.46, -2.72, -2.85], [-0.17, 1.61, -2.21], [-1.40, 2.27, -2.20], [-1.49, 3.65, -2.30], [-0.32, 4.37, -2.40], [-0.40, 5.71, -2.47], [0.92, 3.77, -2.42], [0.99, 2.39, -2.32], [-3.89, -2.32, -5.45], [-2.89, -1.98, -3.20], [0.25, 0.35, -4.98], [-0.77, 0.00, -7.21], [2.93, 0.31, -2.45], [4.89, -0.99, -3.16], [2.50, -4.51, -3.48], [0.50, -3.23, -2.79], [-2.33, 1.70, -2.12], [-2.45, 4.16, -2.30], [1.81, 4.38, -2.51], [1.96, 1.93, -2.34]], "homo_energy_ev": -9.19, "max_force_ev_per_a": 1.23, "total_charge": 1, "gap_ha": 0.2158}



2.
{"formula": "C5H14Br3FNOZn", "method": "ωB97M-V with the def2-TZVPD basis set", "symbols": ["Zn", "F", "C", "N", "C", "C", "C", "C", "O", "H", "H", "H", "H", "H", "H", "H", "H", "H", "H", "H", "H", "H", "H", "Br", "Br", "Br"], "positions_angstrom": [[23.05, -18.54, 0.78], [24.48, -18.47, -0.57], [28.68, -17.62, 3.68], [29.03, -18.80, 2.80], [30.40, -19.31, 3.19], [28.04, -19.93, 3.01], [28.98, -18.51, 1.31], [27.65, -17.96, 0.89], [26.77, -19.03, 0.70], [27.61, -17.46, 3.62], [29.17, -16.78, 3.20], [29.00, -17.85, 4.68], [30.34, -19.45, 4.27], [31.08, -18.47, 3.05], [30.60, -20.14, 2.53], [28.05, -20.18, 4.07], [28.38, -20.76, 2.39], [27.04, -19.62, 2.70], [29.32, -19.38, 0.75], [29.76, -17.75, 1.17], [27.78, -17.43, -0.06], [27.20, -17.27, 1.61], [25.94, -18.65, 0.31], [24.07, -18.32, 2.99], [21.69, -20.53, 0.44], [21.47, -16.46, 0.39]], "homo_energy_ev": -4.10, "max_force_ev_per_a": 2.10, "total_charge": -1, "gap_ha": 0.1956}



3.
{"formula": "FHINO2S", "method": "ωB97M-V with the def2-TZVPD basis set", "symbols": ["O", "S", "O", "F", "N", "I", "H"], "positions_angstrom": [[-1.64, 0.56, -0.55], [-0.25, 0.39, -0.55], [0.44, 1.58, -0.26], [0.21, -0.20, -1.90], [0.09, -0.81, 0.55], [0.27, -0.12, 2.46], [0.87, -1.40, 0.26]], "homo_energy_ev": -10.12, "max_force_ev_per_a": 2.51, "gap_ha": 0.3274}



4.
{"formula": "C33H92F6N15O19S2", "method": "ωB97M-V with the def2-TZVPD basis set", "symbols": ["C", "F", "F", "F", "S", "O", "O", "N", "S", "O", "O", "C", "F", "F", "F", "C", "C", "C", "O", "H", "H", "H", "H", "H", "H", "H", "H", "C", "C", "C", "O", "H", "H", "H", "H", "H", "H", "H", "H", "C", "C", "C", "O", "H", "H", "H", "H", "H", "H", "H", "H", "C", "C", "C", "O", "H", "H", "H", "H", "H", "H", "H", "H", "C", "C", "C", "O", "H", "H", "H", "H", "H", "H", "H", "H", "C", "C", "C", "O", "H", "H", "H", "H", "H", "H", "H", "H", "C", "C", "C", "O", "H", "H", "H", "H", "H", "H", "H", "H", "C", "C", "C", "O", "H", "H", "H", "H", "H", "H", "H", "H", "C", "O", "N", "N", "H", "H", "H", "H", "C", "O", "N", "N", "H", "H", "H", "H", "C", "O", "N", "N", "H", "H", "H", "H", "C", "O", "N", "N", "H", "H", "H", "H", "C", "O", "N", "N", "H", "H", "H", "H", "C", "O", "N", "N", "H", "H", "H", "H", "C", "O", "N", "N", "H", "H", "H", "H"], "positions_angstrom": [[1.18, -3.05, 0.13], [1.98, -3.51, -0.88], [-0.03, -3.48, -0.23], [1.60, -3.58, 1.23], [1.24, -1.15, 0.01], [2.51, -0.82, 0.69], [1.10, -0.78, -1.40], [0.10, -0.70, 1.00], [-1.23, -0.16, 0.40], [-1.14, 1.10, -0.29], [-1.98, -1.22, -0.16], [-1.89, 0.32, 2.11], [-2.34, -0.70, 2.80], [-0.94, 0.92, 2.75], [-2.93, 1.18, 1.97], [4.49, -2.69, 3.65], [5.67, -2.59, 2.70], [5.20, -2.92, 1.28], [6.39, -1.40, 2.83], [3.73, -2.04, 3.25], [4.70, -2.45, 4.70], [3.96, -3.65, 3.70], [6.42, -3.30, 2.98], [5.99, -3.05, 0.55], [4.49, -2.21, 0.83], [4.48, -3.75, 1.46], [5.74, -0.66, 2.78], [-2.63, -4.11, 2.04], [-2.55, -4.76, 3.43], [-1.54, -4.07, 4.33], [-3.78, -4.54, 4.10], [-3.18, -3.18, 1.97], [-3.08, -4.90, 1.43], [-1.69, -3.88, 1.56], [-2.19, -5.78, 3.25], [-0.58, -4.58, 4.25], [-1.72, -4.16, 5.38], [-1.46, -3.01, 4.04], [-4.49, -4.58, 3.47], [-1.34, 6.64, -3.00], [-1.66, 5.56, -3.99], [-1.07, 4.21, -3.64], [-3.13, 5.20, -4.03], [-0.39, 7.19, -3.24], [-1.15, 6.15, -2.01], [-2.11, 7.39, -2.93], [-1.36, 5.86, -5.04], [-1.62, 3.95, -2.72], [-0.02, 4.31, -3.53], [-1.27, 3.42, -4.38], [-3.39, 5.77, -4.78], [-2.21, -3.05, -3.34], [-1.43, -1.89, -3.97], [-2.14, -0.54, -3.76], [-0.08, -1.68, -3.59], [-2.34, -2.91, -2.27], [-1.68, -4.02, -3.49], [-3.21, -3.16, -3.76], [-1.25, -2.18, -5.02], [-2.10, -0.32, -2.68], [-3.19, -0.70, -3.91], [-1.76, 0.26, -4.39], [-0.01, -1.47, -2.65], [7.85, -5.92, -2.09], [6.39, -6.19, -2.38], [5.45, -5.65, -1.27], [6.07, -5.73, -3.64], [8.14, -4.87, -2.12], [8.51, -6.39, -2.86], [8.26, -6.31, -1.15], [6.22, -7.29, -2.40], [4.40, -5.91, -1.46], [5.63, -4.56, -1.22], [5.83, -6.18, -0.44], [6.27, -4.77, -3.67], [-6.92, -0.72, 6.37], [-5.98, -1.65, 5.52], [-5.08, -2.42, 6.53], [-6.72, -2.60, 4.81], [-7.49, -1.38, 7.06], [-7.54, -0.09, 5.74], [-6.36, -0.03, 7.01], [-5.40, -1.05, 4.85], [-4.31, -3.04, 6.11], [-5.73, -3.17, 6.98], [-4.62, -1.87, 7.33], [-6.79, -2.31, 3.91], [-5.38, 0.84, -5.19], [-4.85, 2.20, -4.83], [-4.83, 2.36, -3.29], [-3.48, 2.18, -5.32], [-6.45, 0.86, -5.40], [-5.26, 0.07, -4.39], [-4.83, 0.47, -6.04], [-5.34, 3.05, -5.28], [-5.77, 2.10, -2.94], [-4.63, 3.36, -2.95], [-4.15, 1.52, -2.97], [-3.11, 3.05, -5.01], [-5.76, -0.94, -1.17], [-5.72, -0.22, 0.20], [-6.27, 1.17, 0.28], [-6.45, -1.01, 1.20], [-5.04, -0.44, -1.87], [-6.77, -0.86, -1.64], [-5.50, -1.99, -1.20], [-4.71, -0.32, 0.51], [-7.35, 1.27, 0.05], [-5.73, 1.89, -0.33], [-6.16, 1.50, 1.31], [-7.40, -0.88, 1.03], [-2.97, 4.34, 1.04], [-3.79, 4.29, 1.96], [-1.78, 5.02, 1.20], [-2.99, 3.75, -0.24], [-1.24, 5.41, 0.50], [-1.99, 5.77, 1.81], [-3.55, 2.90, -0.27], [-2.00, 3.50, -0.60], [4.01, 1.67, 3.51], [5.05, 1.24, 2.96], [4.02, 2.64, 4.48], [2.75, 1.21, 3.15], [3.20, 2.99, 5.00], [4.90, 2.56, 4.95], [1.96, 1.71, 3.51], [2.64, 0.39, 2.52], [5.60, 1.62, -1.00], [5.83, 2.04, -2.16], [6.52, 1.43, 0.04], [4.40, 1.19, -0.57], [7.44, 1.89, -0.06], [6.15, 1.28, 0.96], [4.43, 0.58, 0.24], [3.74, 0.95, -1.31], [3.32, 4.85, 1.47], [2.77, 5.52, 2.33], [4.32, 5.45, 0.65], [2.99, 3.56, 1.15], [4.48, 6.47, 0.83], [4.82, 5.06, -0.17], [2.36, 3.10, 1.78], [3.49, 2.94, 0.50], [0.17, 3.62, 4.07], [0.92, 3.01, 4.86], [0.56, 4.03, 2.82], [-1.11, 3.86, 4.37], [-0.17, 4.37, 2.20], [1.45, 4.37, 2.49], [-1.44, 3.35, 5.14], [-1.75, 4.13, 3.64], [1.89, 0.80, -3.61], [3.00, 0.82, -3.06], [1.60, 0.11, -4.76], [0.89, 1.62, -3.18], [0.66, -0.26, -4.78], [2.22, -0.65, -5.03], [0.77, 1.31, -2.23], [0.01, 1.43, -3.65], [5.81, -1.66, -3.32], [6.48, -2.68, -3.57], [6.33, -0.45, -3.54], [4.51, -1.79, -2.91], [7.35, -0.49, -3.69], [5.96, 0.39, -3.16], [4.17, -2.76, -2.97], [4.01, -1.03, -2.50]], "homo_energy_ev": -7.29, "max_force_ev_per_a": 3.54, "total_charge": -1, "gap_ha": 0.3311}



5.
{"formula": "C40H80O30", "method": "ωB97M-V with the def2-TZVPD basis set", "symbols": ["C", "C", "O", "C", "O", "O", "C", "H", "H", "H", "H", "H", "H", "H", "H", "C", "C", "O", "C", "O", "O", "C", "H", "H", "H", "H", "H", "H", "H", "H", "C", "C", "O", "C", "O", "O", "C", "H", "H", "H", "H", "H", "H", "H", "H", "C", "C", "O", "C", "O", "O", "C", "H", "H", "H", "H", "H", "H", "H", "H", "C", "C", "O", "C", "O", "O", "C", "H", "H", "H", "H", "H", "H", "H", "H", "C", "C", "O", "C", "O", "O", "C", "H", "H", "H", "H", "H", "H", "H", "H", "C", "C", "O", "C", "O", "O", "C", "H", "H", "H", "H", "H", "H", "H", "H", "C", "C", "O", "C", "O", "O", "C", "H", "H", "H", "H", "H", "H", "H", "H", "C", "C", "O", "C", "O", "O", "C", "H", "H", "H", "H", "H", "H", "H", "H", "C", "C", "O", "C", "O", "O", "C", "H", "H", "H", "H", "H", "H", "H", "H"], "positions_angstrom": [[2.86, 4.69, 2.35], [3.11, 3.50, 1.46], [2.34, 3.77, 0.26], [2.71, 3.15, -0.83], [3.61, 2.38, -1.05], [1.81, 3.48, -1.81], [1.99, 2.76, -3.11], [3.10, 4.54, 3.38], [1.76, 4.79, 2.47], [3.17, 5.59, 1.97], [2.65, 2.59, 1.87], [4.14, 3.42, 1.18], [1.90, 1.68, -2.96], [2.96, 3.04, -3.48], [1.18, 3.15, -3.69], [-5.55, -0.35, 0.06], [-5.48, -0.93, 1.45], [-4.63, -0.05, 2.15], [-4.26, -0.51, 3.38], [-4.63, -1.52, 3.91], [-3.42, 0.40, 3.91], [-3.02, 0.35, 5.25], [-5.83, 0.68, 0.08], [-6.22, -1.03, -0.48], [-4.53, -0.43, -0.29], [-5.13, -1.93, 1.39], [-6.41, -0.93, 2.01], [-3.64, 0.80, 6.06], [-2.12, 0.81, 5.36], [-2.77, -0.74, 5.46], [-3.48, -3.99, 5.59], [-4.07, -4.77, 4.46], [-3.44, -4.37, 3.22], [-3.51, -5.22, 2.21], [-3.88, -6.41, 2.27], [-3.04, -4.66, 1.09], [-3.02, -5.41, -0.15], [-3.84, -2.92, 5.59], [-2.33, -3.96, 5.65], [-3.79, -4.41, 6.55], [-5.13, -4.53, 4.31], [-3.99, -5.86, 4.50], [-3.96, -5.10, -0.69], [-3.12, -6.51, 0.05], [-2.10, -5.07, -0.67], [-6.55, 2.86, -3.02], [-5.32, 2.97, -3.86], [-4.22, 3.69, -3.30], [-3.44, 3.18, -2.37], [-3.67, 2.21, -1.69], [-2.35, 3.92, -2.26], [-1.37, 3.60, -1.21], [-6.39, 2.28, -2.08], [-7.33, 2.28, -3.66], [-7.00, 3.83, -2.81], [-5.62, 3.50, -4.76], [-5.00, 2.01, -4.17], [-1.28, 2.53, -1.03], [-1.79, 4.10, -0.34], [-0.46, 4.09, -1.63], [-3.42, -1.35, -2.59], [-2.29, -1.45, -1.68], [-1.13, -0.89, -2.49], [-0.02, -0.62, -1.89], [1.03, -0.43, -2.44], [-0.12, -0.66, -0.54], [1.08, -0.12, 0.05], [-3.14, -1.55, -3.58], [-3.76, -0.32, -2.49], [-4.31, -1.94, -2.19], [-1.95, -2.49, -1.45], [-2.37, -0.85, -0.78], [1.91, -0.72, -0.24], [0.88, -0.13, 1.13], [1.15, 0.98, -0.11], [7.51, 2.21, 5.49], [6.93, 1.18, 4.55], [6.80, 1.83, 3.27], [6.35, 0.91, 2.34], [6.04, -0.21, 2.60], [6.29, 1.46, 1.14], [5.88, 0.36, 0.22], [7.52, 1.77, 6.52], [6.94, 3.11, 5.37], [8.62, 2.24, 5.28], [5.86, 0.92, 4.75], [7.58, 0.26, 4.47], [6.41, -0.52, 0.58], [6.11, 0.66, -0.84], [4.81, 0.15, 0.40], [-0.46, -1.96, 3.15], [-0.21, -3.19, 2.33], [1.11, -3.11, 1.76], [1.25, -3.56, 0.50], [0.52, -4.29, -0.12], [2.44, -3.10, 0.09], [2.76, -3.28, -1.30], [0.15, -2.00, 4.08], [-1.48, -1.70, 3.38], [-0.13, -1.07, 2.62], [-0.92, -3.15, 1.48], [-0.37, -4.07, 2.87], [2.08, -3.94, -1.82], [3.83, -3.62, -1.27], [2.76, -2.27, -1.69], [3.16, -1.13, 4.63], [2.83, -0.22, 3.44], [1.73, 0.74, 3.82], [1.82, 1.47, 4.90], [0.92, 1.83, 5.58], [3.14, 1.69, 5.17], [3.49, 2.57, 6.24], [3.67, -2.00, 4.30], [2.20, -1.51, 5.13], [3.71, -0.62, 5.45], [2.38, -0.77, 2.57], [3.73, 0.21, 3.08], [4.43, 3.00, 5.98], [3.45, 2.13, 7.25], [2.73, 3.34, 6.19], [-0.77, -3.47, -5.02], [0.75, -3.70, -4.95], [1.27, -2.55, -5.71], [2.56, -2.24, -5.38], [3.19, -2.76, -4.52], [3.06, -1.32, -6.23], [4.25, -0.67, -5.81], [-0.93, -2.52, -4.48], [-1.20, -4.28, -4.48], [-1.23, -3.54, -6.01], [0.98, -4.60, -5.51], [1.07, -3.70, -3.91], [4.54, 0.00, -6.56], [4.93, -1.44, -5.55], [3.99, -0.04, -4.91], [-2.27, 0.58, -5.13], [-1.44, 1.44, -6.06], [-0.73, 2.55, -5.39], [-1.36, 3.76, -5.47], [-2.44, 4.02, -5.94], [-0.49, 4.63, -4.85], [-1.06, 5.98, -4.62], [-2.36, -0.45, -5.42], [-3.27, 0.93, -5.13], [-1.92, 0.58, -4.10], [-2.16, 1.90, -6.81], [-0.66, 0.83, -6.43], [-1.54, 6.34, -5.58], [-0.13, 6.58, -4.46], [-1.70, 5.96, -3.76]], "homo_energy_ev": -10.52, "max_force_ev_per_a": 3.81, "smiles": "CCOC(=O)OC.CCOC(=O)OC.CCOC(=O)OC.CCOC(=O)OC.CCOC(=O)OC.CCOC(=O)OC.CCOC(=O)OC.CCOC(=O)OC.CCOC(=O)OC.CCOC(=O)OC", "gap_ha": 0.4086}



6.
{"formula": "C8H26BCdFN2O2", "method": "ωB97M-V with the def2-TZVPD basis set", "symbols": ["Cd", "F", "B", "H", "H", "H", "H", "C", "C", "C", "O", "C", "N", "H", "H", "H", "H", "H", "H", "H", "H", "H", "H", "H", "C", "C", "C", "O", "C", "N", "H", "H", "H", "H", "H", "H", "H", "H", "H", "H", "H"], "positions_angstrom": [[-0.72, -0.32, 0.64], [-0.13, -1.29, 2.39], [-2.08, 1.31, 0.83], [-2.60, 0.62, 0.07], [-2.79, 2.20, 1.05], [-1.89, 0.67, 1.75], [-1.08, 1.70, 0.43], [0.55, -3.40, -0.26], [-0.58, -2.74, -1.05], [-2.00, -2.97, -0.48], [-2.25, -1.91, 0.40], [-3.54, -1.89, 1.00], [-0.31, -1.32, -1.37], [1.50, -3.11, -0.73], [0.56, -4.48, -0.28], [0.62, -3.08, 0.78], [-0.60, -3.33, -1.98], [-2.02, -3.91, 0.09], [-2.72, -3.00, -1.30], [-3.56, -2.70, 1.74], [-4.34, -2.04, 0.28], [-3.68, -0.96, 1.54], [-1.03, -1.04, -2.03], [0.56, -1.30, -1.90], [1.80, 2.33, 1.97], [1.61, 2.04, 0.48], [2.90, 2.40, -0.26], [2.84, 2.21, -1.65], [1.96, 3.07, -2.36], [1.24, 0.62, 0.30], [1.78, 3.39, 2.21], [2.73, 1.92, 2.35], [0.96, 1.93, 2.55], [0.77, 2.63, 0.11], [3.80, 1.93, 0.14], [3.05, 3.48, -0.07], [0.97, 2.99, -1.91], [1.91, 2.78, -3.40], [2.36, 4.09, -2.33], [1.93, 0.13, 0.89], [1.53, 0.36, -0.64]], "homo_energy_ev": -9.26, "max_force_ev_per_a": 2.61, "gap_ha": 0.3478}



7.
{"formula": "C3H8N", "method": "ωB97M-V with the def2-TZVPD basis set", "symbols": ["C", "C", "C", "N", "H", "H", "H", "H", "H", "H", "H", "H"], "positions_angstrom": [[-0.56, 1.12, -0.21], [0.43, 0.17, 0.18], [0.90, -1.05, -0.54], [-0.89, 0.21, 0.88], [-0.64, 2.20, -0.09], [-1.34, 0.97, -1.41], [1.21, 0.51, 0.92], [1.47, -1.69, 0.06], [1.67, -0.67, -1.25], [0.17, -1.57, -0.99], [-1.09, 0.49, 1.79], [-1.34, -0.69, 0.66]], "homo_energy_ev": -17.03, "max_force_ev_per_a": 6.86, "total_charge": 1, "gap_ha": 0.4994}